#1
{
  "formula": "C3H3O3",
  "method": "ωB97M-V/def2-TZVPD",
  "species": ["C", "C", "C", "O", "O", "O", "H", "H", "H"],
  "positions_angstrom": [[-0.18871, -0.55003, -0.31311], [-1.08578, 0.39295, -0.24308], [2.38295, 0.01406, -0.11696], [2.90852, -0.99870, -0.33283], [2.32371, 1.15882, 0.12732], [-2.45284, 0.39615, 0.34330], [-0.30356, -1.61307, 0.15055], [-1.17514, 1.34659, -0.82820], [-2.40916, -0.14676, 1.21301]],
  "charge": -1,
  "homo_lumo_gap_ha": 0.240,
  "e_homo_ev": -2.6
}

***

#2
{
  "formula": "C3H3O3",
  "method": "ωB97M-V/def2-TZVPD",
  "species": ["C", "O", "C", "C", "O", "O", "H", "H", "H"],
  "positions_angstrom": [[-1.41240, 0.76262, -0.12465], [0.09981, -1.14513, -0.05047], [0.78969, -0.03961, -0.03309], [-1.55042, -0.64331, 0.18231], [0.00815, 1.04935, 0.10021], [2.00688, 0.04284, 0.04102], [-1.56739, 0.94348, -1.20351], [-1.67658, -0.90380, 1.24326], [-2.17607, -1.22603, -0.50169]],
  "charge": -1,
  "homo_lumo_gap_ha": 0.252,
  "e_homo_ev": -2.4
}

***

Most stable to least stable, the ends of the list are #2 and #1.